Entry from OMol25: a molecular structure, C17H25N4O9P2Re (ωB97M-V/def2-TZVPD).

Geometry as XYZ:
```
58
C17H25N4O9P2Re | OMol25 | ωB97M-V/def2-TZVPD
Re 0.03851 0.80401 -0.08338
P -1.99632 -0.04306 -0.75069
C -2.22882 0.67283 -2.46963
C -0.92626 1.18612 -2.97083
N 0.17628 1.05288 -2.20241
C 1.41523 1.28279 -2.70762
C 1.54064 2.04894 -3.85812
C 0.40622 2.33382 -4.61625
C -0.81567 1.80592 -4.20229
C 2.56115 0.82458 -1.84204
P 1.85821 -0.45993 -0.66456
H -1.72005 1.90277 -4.80304
H 2.55014 2.36272 -4.12100
H 0.48848 2.94088 -5.52450
H 3.39280 0.36923 -2.37733
H 2.97694 1.63100 -1.22485
H -2.71937 -0.01431 -3.13518
H -3.00068 1.45238 -2.37065
H -1.12036 -2.75094 -4.18801
O -1.67736 -3.08714 -4.90093
H -2.58523 -2.97179 -4.58525
H -0.41585 -3.21024 -0.79550
O -0.20833 -4.07807 -1.13949
H -0.60385 -4.74324 -0.55700
C 2.43655 -1.91698 -1.71701
H 3.16340 -1.55158 -2.46257
H 2.94518 -2.65762 -1.07871
H 1.60188 -2.39443 -2.24499
C 3.26450 -0.57789 0.53839
H 3.11855 -1.50495 1.11917
H 4.23605 -0.62435 0.00967
H 3.23205 0.29934 1.20701
C -3.07550 1.22268 0.04767
H -3.92283 1.32024 -0.63712
H -3.40969 0.88468 1.03017
H -2.55597 2.18734 0.14618
C -3.06168 -1.51499 -0.56792
H -3.22900 -1.68687 0.50265
H -4.01601 -1.31757 -1.06914
H -2.56873 -2.38521 -1.01219
O 2.26959 1.95763 6.60758
N 1.41072 1.04870 6.55415
O 1.05971 0.36031 7.52973
C 0.72026 0.86647 5.31360
C 1.18814 1.59026 4.20895
C 0.74095 1.30190 2.92889
C -0.15918 0.20048 2.73911
O -0.55721 -0.20852 1.54614
C -0.64064 -0.49504 3.86189
C -0.23148 -0.15155 5.14196
N -1.78266 -1.39119 3.63157
O -1.89735 -2.39182 4.35608
O -2.64391 -1.11029 2.77542
N 1.25113 2.13298 1.86962
O 2.18285 2.88384 2.06214
O 0.37866 2.51640 0.81948
H 1.83274 2.44961 4.33068
H -0.66758 -0.65418 6.00225
```

Its total charge is +3. The calculation puts the lowest unoccupied orbital energy (spin up / spin down) at -12.57 / -13.33 eV. The HOMO energy (spin up / spin down) is -0.6711 / -0.6711 Ha. The spin multiplicity is 4. The expectation value of S² is 3.776.


Entry from OMol25: a molecular structure, C17H26BrN4O5PS3V (ωB97M-V/def2-TZVPD).

Geometry as XYZ:
```
58
C17H26BrN4O5PS3V | OMol25 | ωB97M-V/def2-TZVPD
V -0.26622 -1.43498 0.09685
C -5.87677 0.66044 -2.12690
C -4.65414 1.44751 -1.72300
O -4.44254 1.29530 -0.31332
P -3.11061 0.70577 0.33489
S -1.77978 2.08699 0.76903
S -2.48760 -0.78211 -0.85160
O -3.69222 0.15649 1.71993
C -4.68720 -0.87942 1.76302
C -4.05912 -2.23876 1.97882
H -6.04732 0.76076 -3.19767
H -6.76450 1.01160 -1.60452
H -5.73422 -0.39544 -1.90139
H -4.77593 2.51900 -1.90010
H -3.77259 1.10336 -2.26999
H -5.29339 -0.83680 0.85590
H -5.32834 -0.61720 2.60861
H -3.48863 -2.56634 1.11098
H -4.84105 -2.97157 2.17487
H -3.39853 -2.21072 2.84670
C 1.33423 3.53842 -0.52984
C 2.09253 2.38476 -0.00739
N 3.18751 2.44258 0.69212
N 3.47678 1.14016 0.97707
C 2.57883 0.27108 0.48849
S 2.52312 -1.39896 0.61382
N 1.69398 1.08556 -0.15959
N 0.57216 0.59346 -0.79671
H 1.88486 4.44576 -0.30183
H 0.34434 3.59026 -0.07476
H 1.19948 3.45833 -1.60848
H 4.28639 0.90199 1.52318
H 0.73634 0.47341 -1.79309
H -0.26021 1.16892 -0.56995
Br -0.06568 -4.65729 1.44533
C 1.35672 -4.84952 0.17577
C 2.47583 -5.55406 0.58957
C 3.55470 -5.68084 -0.26985
C 3.51202 -5.09581 -1.52608
C 2.39341 -4.38295 -1.91914
C 1.29291 -4.26123 -1.07938
C 0.09455 -3.45399 -1.50835
O -1.00942 -3.95839 -1.60118
O 0.38187 -2.19797 -1.69923
H 2.50136 -5.99712 1.57548
H 4.43232 -6.22313 0.05012
H 4.35556 -5.18564 -2.19657
H 2.36045 -3.90656 -2.88914
C 0.60226 -1.76858 4.05219
C -0.29197 -0.86847 3.25173
C -1.12196 0.17836 3.92180
O -0.35385 -1.01952 2.05810
H 1.08212 -1.21449 4.85839
H 1.34598 -2.23398 3.41178
H -0.00485 -2.54974 4.51626
H -1.84363 -0.31205 4.57833
H -1.64338 0.78836 3.19058
H -0.49366 0.79898 4.56191
```

The calculation puts the lowest unoccupied orbital energy (spin up / spin down) at 0.31 / 0.30 eV. The HOMO energy (spin up / spin down) is -0.2788 / -0.3047 Ha. The spin multiplicity is 4. The expectation value of S² is 3.757.


Entry from OMol25: 2 unconnected molecules or ions with the total composition C17H26BrN5O10 (ωB97M-V/def2-TZVPD).

Geometry as XYZ:
```
59
C17H26BrN5O10 | OMol25 | ωB97M-V/def2-TZVPD
O 1.42999 0.30097 2.85459
C 0.79843 -0.36044 2.04702
N -0.55011 -0.18286 2.00019
C -1.29095 -0.83383 1.06267
O -2.46882 -0.52638 1.01126
N -0.72142 -1.76941 0.20814
C -1.54750 -2.40212 -0.81483
O -1.56512 -3.81090 -0.56979
C -2.54546 -4.49156 -1.37598
C -2.55587 -5.98285 -1.00907
O -1.30972 -6.62213 -1.33073
C -2.26403 -4.28019 -2.87904
O -3.36385 -4.76260 -3.66224
C -2.06753 -2.78579 -3.20374
O -1.63600 -2.64752 -4.56619
C -1.04049 -2.15748 -2.24729
O -0.85462 -0.74789 -2.51175
C 0.66623 -1.97695 0.24024
C 1.44795 -1.28536 1.13273
Br 3.34678 -1.51494 1.13569
H -0.97157 0.58812 2.50407
H -2.57195 -2.01801 -0.75413
H -3.53656 -4.08274 -1.15048
H -3.36986 -6.48054 -1.54686
H -2.75488 -6.08317 0.06302
H -1.31967 -7.55515 -1.05757
H -1.35072 -4.82206 -3.14982
H -3.18330 -4.57819 -4.60300
H -3.02857 -2.27406 -3.07474
H -1.71563 -1.71922 -4.84947
H -0.08649 -2.68185 -2.37071
H -0.25916 -0.61670 -3.27418
H 1.14005 -2.68249 -0.43827
C 3.33837 3.87659 3.85116
N 3.45925 4.80383 2.72385
C 3.04615 4.62990 1.46236
O 3.27695 5.51023 0.64166
C 2.25724 3.36210 1.04966
C 1.80336 3.34138 -0.42722
C 1.30825 1.98353 -0.89201
N 0.01738 1.73632 -0.87760
O 2.07622 1.12979 -1.29372
N 1.13982 2.99059 1.92768
C 0.05079 3.66488 2.28857
C -0.12881 5.12569 1.92556
O -0.82835 3.08359 2.90563
H 3.59795 2.86013 3.54632
H 2.31635 3.88527 4.23591
H 4.01338 4.18160 4.65259
H 3.94162 5.67502 2.88671
H 2.98629 2.55496 1.14383
H 2.65661 3.59619 -1.05605
H 1.03800 4.09076 -0.60953
H -0.63017 2.41668 -0.52562
H -0.28635 0.84769 -1.25141
H 1.19270 2.06389 2.33308
H 0.67812 5.71280 2.35735
H -1.07686 5.47308 2.33406
H -0.14381 5.24981 0.84745
```

The calculation puts the lowest unoccupied orbital energy at 0.17 eV. As for the SMILES: O=c1[nH]c(=O)n([C@@H]2O[C@H](CO)[C@@H](O)[C@H](O)[C@H]2O)cc1Br.CNC(=O)[C@H](CC(N)=O)NC(C)=O. The HOMO energy is -0.3368 Ha.


Entry from OMol25: 10 unconnected molecules or ions with the total composition C17H26Cl15N3O6 (ωB97M-V/def2-TZVPD).

Geometry as XYZ:
```
67
C17H26Cl15N3O6 | OMol25 | ωB97M-V/def2-TZVPD
C 1.64825 2.08569 8.21146
O 0.98169 1.34187 7.16281
C -0.15157 1.84145 6.50366
O -0.64302 1.25681 5.54954
O -0.57800 3.03608 6.97819
C -1.63527 3.73084 6.34016
H 2.04738 1.43036 8.98563
H 0.88760 2.75072 8.62041
H 2.46424 2.70659 7.84165
H -2.49243 3.06691 6.22804
H -1.38057 4.08968 5.34293
H -1.87249 4.55792 7.00931
C 2.05216 7.33581 -3.44209
O 0.97765 6.76705 -4.12290
C 0.74418 5.42207 -3.92098
O 1.47485 4.65889 -3.31860
O -0.40139 5.10116 -4.51319
C -0.93986 3.79027 -4.35462
H 2.27332 6.95576 -2.44471
H 1.91871 8.41712 -3.40956
H 2.98087 7.20503 -3.99751
H -1.99955 3.87443 -4.59562
H -0.77784 3.44221 -3.33447
H -0.43383 3.02122 -4.93822
Cl 7.35980 0.99485 -1.92442
C 6.99314 2.35335 -3.02866
Cl 7.81142 2.07365 -4.60613
Cl 7.39073 3.93068 -2.27660
H 5.93159 2.27854 -3.26449
Cl 2.50387 -6.63741 -5.98901
C 2.84098 -5.50006 -4.63689
Cl 4.28003 -4.45898 -5.05915
Cl 3.16710 -6.37044 -3.10749
H 1.93657 -4.90281 -4.52085
Cl 6.07445 1.52737 3.99414
C 6.78991 0.14290 4.92488
Cl 8.55404 0.39298 4.76043
Cl 6.33795 -1.43522 4.30945
H 6.51910 0.19235 5.97954
Cl -3.52430 -7.36085 -5.12185
C -3.62921 -7.61575 -3.34611
Cl -3.36349 -9.33024 -3.11120
Cl -5.26923 -7.11850 -2.79663
H -2.92761 -6.95057 -2.84271
Cl -3.77974 -5.17092 4.65201
C -2.07572 -4.93425 4.09886
Cl -1.57797 -6.20670 2.99332
Cl -1.10069 -4.96143 5.55538
H -1.93221 -3.95541 3.64127
C -5.98358 -0.93294 1.56535
C -5.33140 0.34239 1.20821
N -4.75882 1.31907 0.93937
H -6.97664 -1.12482 1.15900
H -6.14089 -0.74908 2.62816
H -5.25198 -1.73012 1.43358
C -5.69737 -1.68896 -5.83750
C -6.74017 -2.62908 -6.23799
N -7.51649 -3.45856 -6.57588
H -6.07551 -0.78461 -5.36078
H -5.13542 -1.36733 -6.71435
H -5.05356 -2.07195 -5.04571
C 1.74751 -0.38545 0.05192
C 0.63625 -1.19957 -0.45636
N -0.22763 -1.82038 -0.83884
H 2.41160 -0.21759 -0.79596
H 2.24041 -0.95726 0.83817
H 1.39788 0.59310 0.38101
```

The calculation puts the lowest unoccupied orbital energy at -0.02 eV. As for the SMILES: COC(=O)OC.COC(=O)OC.ClC(Cl)Cl.ClC(Cl)Cl.ClC(Cl)Cl.ClC(Cl)Cl.ClC(Cl)Cl.CC#N.CC#N.CC#N. The HOMO energy is -0.4033 Ha.


| no. | energy (eV) |
| --- | --- |
| 1 | -63090.0890 |
| 2 | -171777.9635 |
| 3 | -116020.7062 |
| 4 | -222639.0494 |